Record 1
Formula: C59H45I2N3O4P2STi
Source: OMol25
Level of theory: ωB97M-V with the def2-TZVPD basis set

Output
Multiplicity: 2
HOMO-LUMO gap (alpha / beta) (eV): 6.891 / 6.916
Molecular weight (g/mol): 1255.72
Electronic energy (a.u.): -5266.193873
Total charge: +1
LUMO energy (alpha / beta) (Ha): -0.0983 / -0.0982
HOMO (alpha / beta) (eV): -9.57 / -9.59
Maximum force (Eh/bohr): 0.040
Relative energy (zero: lowest compared OMol25 entry of this formula, charge and spin) (kcal per mole): 28.7
Expectation value of S²: 0.752

Atoms and positions in Å:
Ti 0.9304 0.7271 -0.3586
O 0.6403 -0.4553 -2.0141
S -0.8348 -0.6089 -2.4423
C -1.0470 0.5383 -3.8203
C -1.6222 0.0368 -4.9907
C -1.7543 0.8925 -6.0886
C -1.3929 2.2271 -5.9946
C -0.9231 2.7512 -4.8042
C -0.7488 1.9306 -3.6851
P -0.1814 2.7199 -2.1507
C 0.9755 4.0299 -2.7101
C 1.8391 3.6903 -3.7747
C 2.9241 4.5378 -4.0629
C 3.1577 5.6928 -3.2952
C 2.2518 6.0506 -2.3300
C 1.1122 5.2560 -2.0677
C -1.5493 3.5606 -1.3826
C -2.8940 3.4867 -1.8333
C -3.9125 4.0802 -1.0802
C -3.6225 4.8201 0.0741
C -2.3054 4.8643 0.5241
C -1.2803 4.1967 -0.1537
C -0.8724 -2.3405 -2.9454
C -0.4791 -2.8044 -4.1961
C -0.4007 -4.1877 -4.4471
C -0.6467 -5.0885 -3.4164
C -1.0330 -4.6305 -2.1621
C -1.1423 -3.2723 -1.9180
P -1.6057 -2.6244 -0.2700
C -3.3913 -2.4407 -0.3694
C -3.8798 -1.1459 -0.5149
C -5.2298 -0.9108 -0.6968
C -6.1691 -1.9601 -0.6562
C -5.6494 -3.2531 -0.4128
C -4.2801 -3.4905 -0.3557
C -1.3147 -3.8630 0.9881
C -2.1347 -3.8406 2.1474
C -1.7563 -4.6167 3.2477
C -0.5591 -5.3379 3.2874
C 0.2023 -5.3743 2.1285
C -0.1464 -4.6619 0.9788
H -1.9047 -1.0075 -5.0342
H -2.2382 0.4985 -6.9997
H -1.4644 2.8661 -6.8622
H -0.6990 3.8109 -4.7004
H 1.6892 2.7671 -4.3276
H 3.6198 4.2183 -4.8459
H 4.0800 6.2827 -3.4438
H 2.3594 6.9580 -1.7011
H 0.3179 5.6128 -1.4096
H -3.1619 2.9816 -2.7741
H -4.9407 4.0078 -1.4487
H -4.4156 5.3778 0.6108
H -2.0160 5.3727 1.4445
H -0.2595 4.2256 0.2617
H -0.1659 -2.0663 -4.9458
H -0.1938 -4.5155 -5.4664
H -0.5726 -6.1857 -3.5122
H -1.3298 -5.3301 -1.3822
H -3.2047 -0.2649 -0.4426
H -5.5154 0.1301 -0.8439
H -7.2208 -1.8145 -0.8035
H -6.2974 -4.1030 -0.2614
H -3.8961 -4.4835 -0.2154
H -3.0362 -3.2440 2.1868
H -2.4225 -4.6016 4.1157
H -0.1944 -5.8595 4.1940
H 1.1006 -5.9559 2.0876
H 0.5053 -4.6845 0.1094
I 6.4352 0.4312 4.9979
C 4.7979 0.7621 3.6893
C 4.2281 2.0526 3.6793
C 3.1558 2.3255 2.8266
I 2.2394 4.2333 2.7407
C 2.6333 1.2573 2.0600
O 1.6388 1.5340 1.2330
C 3.1431 -0.0610 2.1539
C 2.4664 -1.2777 1.5039
N 2.0940 -1.1440 0.0698
C 3.2930 -1.1771 -0.8245
C 3.9516 0.1294 -1.0800
C 5.3542 0.1948 -1.3590
C 6.0213 1.4034 -1.3561
C 5.2292 2.5458 -1.0401
C 3.8291 2.4338 -0.9282
N 3.1862 1.2228 -0.9925
C 4.2956 -0.2803 2.9193
H 4.6621 2.8305 4.2989
H 1.5075 -1.4983 2.0037
H 3.1155 -2.1757 1.6535
H 1.4770 -1.9358 -0.1842
H 2.9173 -1.6168 -1.7807
H 4.0199 -1.8562 -0.3486
H 5.7824 -0.7745 -1.6218
H 7.1159 1.5014 -1.5270
H 5.6213 3.5400 -0.9123
H 3.1881 3.2977 -0.8613
H 4.7686 -1.2373 2.9586
O -2.7266 1.3005 1.4144
C -1.6757 0.7095 1.6026
O -0.7134 0.6642 0.6768
C -1.5479 -0.0319 2.9483
C -2.7724 -0.1363 3.7304
C -2.7033 -0.6501 4.9868
C -1.4856 -1.1513 5.5022
C -1.3812 -1.7279 6.7860
C -0.1491 -2.1526 7.2731
C 0.9783 -2.0096 6.4263
C 0.9066 -1.5017 5.1379
C -0.3281 -1.0530 4.6189
N -0.4168 -0.5461 3.3607
H -3.6901 0.3251 3.3335
H -3.5789 -0.6299 5.6464
H -2.2973 -1.8231 7.3847
H -0.0887 -2.5681 8.3051
H 1.9271 -2.3482 6.8072
H 1.7789 -1.5059 4.5208

Löwdin atomic charge list, values in e, 99 entries:
1 Ti 0.97
2 O -0.61
3 S 1.03
4 C -0.32
5 C -0.08
6 C -0.04
7 C -0.05
8 C -0.08
9 C -0.34
10 P 1.09
11 C -0.37
12 C -0.10
13 C -0.07
14 C -0.09
15 C -0.08
16 C -0.07
17 C -0.37
18 C -0.07
19 C -0.08
20 C -0.06
21 C -0.07
22 C -0.11
23 C -0.35
24 C -0.07
25 C -0.05
26 C -0.05
27 C -0.08
28 C -0.34
29 P 1.08
30 C -0.39
31 C -0.11
32 C -0.07
33 C -0.04
34 C -0.06
35 C -0.10
36 C -0.38
37 C -0.08
38 C -0.07
39 C -0.07
40 C -0.09
41 C -0.11
42 H 0.10
43 H 0.13
44 H 0.12
45 H 0.12
46 H 0.10
47 H 0.11
48 H 0.12
49 H 0.12
50 H 0.10
51 H 0.11
52 H 0.11
53 H 0.12
54 H 0.11
55 H 0.09
56 H 0.11
57 H 0.12
58 H 0.13
59 H 0.11
60 H 0.09
61 H 0.11
62 H 0.10
63 H 0.10
64 H 0.11
65 H 0.10
66 H 0.11
67 H 0.12
68 H 0.10
69 H 0.10
70 I 0.83
71 C -0.71
72 C -0.21
73 C -0.60
74 I 0.89
75 C -0.40
76 O -0.29
77 C -0.14
78 C -0.12
79 N -0.11
80 C -0.13
81 C -0.25
82 C -0.01
83 C -0.03
84 C -0.02
85 C -0.07
86 N 0.06
87 C -0.12
88 H 0.08
89 H 0.11
90 H 0.13
91 H 0.11
92 H 0.14
93 H 0.13
94 H 0.12
95 H 0.13
96 H 0.11
97 H 0.10
98 H 0.09
99 O 0.06

Record 2
Formula: C59H46NO4P3S2SiTa
Source: OMol25
Level of theory: ωB97M-V with the def2-TZVPD basis set

Output
HOMO-LUMO gap (eV): 7.847
Molecular weight (g/mol): 1199.11
Electronic energy (a.u.): -4798.437372
Total charge: +1
LUMO energy (Ha): -0.1007
HOMO (eV): -10.59
Maximum force (Eh/bohr): 0.055
Relative energy (zero: lowest compared OMol25 entry of this formula, charge and spin) (kcal per mole): 92.7

Atoms and positions in Å:
Ta 1.0409 -0.5872 -0.1433
C -3.3691 0.1068 -4.7510
C -3.2075 1.1334 -3.8349
C -2.6471 0.8777 -2.5885
C -2.2515 -0.4102 -2.2324
C -2.4220 -1.4362 -3.1665
C -2.9720 -1.1791 -4.4137
P -1.5910 -0.7293 -0.5364
C -2.3517 -2.3662 -0.1335
C -1.9699 -3.5439 -0.7966
C -2.5547 -4.7620 -0.4915
C -3.5425 -4.8404 0.4812
C -3.9440 -3.6892 1.1333
C -3.3540 -2.4664 0.8289
C -2.4929 0.5285 0.4143
C -3.8940 0.5598 0.3948
C -4.5726 1.5729 1.0451
C -3.8552 2.5838 1.6905
C -2.4704 2.5695 1.6769
C -1.7596 1.5423 1.0456
Si 0.1400 1.5247 1.1335
C 0.7080 3.1328 0.3354
C 0.8244 4.3671 0.9944
C 1.3231 5.4894 0.3529
C 1.7348 5.4070 -0.9763
C 1.5868 4.2143 -1.6588
C 1.0730 3.0848 -1.0136
P 0.6942 1.5865 -2.0033
C -0.2416 2.3845 -3.3896
C 0.0051 2.1829 -4.7418
C -0.6979 2.9150 -5.7007
C -1.6502 3.8478 -5.3176
C -1.8981 4.0570 -3.9641
C -1.2065 3.3283 -3.0141
C 2.3002 1.0803 -2.7276
C 2.3477 0.2161 -3.7625
C 3.4448 -0.4642 -4.5246
C 4.6876 -0.7070 -4.0974
C 4.9366 -0.2950 -2.6936
C 3.4090 1.4587 -1.7678
C 0.4634 1.4334 2.9969
C 0.5476 2.5307 3.8666
C 0.7105 2.3633 5.2350
C 0.7763 1.0855 5.7777
C 0.6627 -0.0136 4.9460
C 0.5330 0.1585 3.5674
P 0.1235 -1.2699 2.5164
C 1.1433 -2.6952 3.0100
C 0.8151 -3.9313 2.4386
C 1.5562 -5.0634 2.7400
C 2.6278 -4.9769 3.6200
C 2.9531 -3.7575 4.1973
C 2.2179 -2.6174 3.8909
C -1.4825 -1.6685 3.3415
C -1.7299 -2.9036 3.9322
C -2.9065 -3.1174 4.6455
C -3.8441 -2.1039 4.7786
C -3.5895 -0.8548 4.2178
C -2.4170 -0.6379 3.5119
H -3.8097 0.3060 -5.7228
H -3.5175 2.1417 -4.0874
H -2.5564 1.6865 -1.8745
H -2.1389 -2.4472 -2.9319
H -3.0981 -1.9932 -5.1198
H -1.2116 -3.5373 -1.5535
H -2.2350 -5.6526 -1.0221
H -4.0007 -5.7955 0.7204
H -4.7210 -3.7297 1.8883
H -3.6940 -1.5916 1.3483
H -4.4518 -0.2043 -0.1394
H -5.6580 1.5885 1.0388
H -4.3845 3.3871 2.1964
H -1.9259 3.3745 2.1790
H 0.5157 4.4685 2.0284
H 1.3923 6.4324 0.8888
H 2.1520 6.2741 -1.4798
H 1.8673 4.1613 -2.7095
H 0.7556 1.4870 -5.0772
H -0.4826 2.7544 -6.7526
H -2.1930 4.4154 -6.0668
H -2.6313 4.7931 -3.6481
H -1.3965 3.5241 -1.9622
H 1.3754 -0.0426 -4.1702
H 3.1454 -0.8273 -5.5042
H 5.4142 -1.2228 -4.7194
H 4.4201 -0.9373 -1.9993
H 3.3630 2.5176 -1.5501
H 0.4756 3.5425 3.4838
H 0.7681 3.2347 5.8819
H 0.8918 0.9468 6.8472
H 0.6573 -1.0110 5.3750
H -0.0233 -4.0082 1.7525
H 1.2977 -6.0120 2.2865
H 3.2081 -5.8643 3.8587
H 3.7876 -3.6873 4.8861
H 2.4984 -1.6662 4.3315
H -1.0125 -3.7074 3.8584
H -3.0791 -4.0839 5.1079
H -4.7599 -2.2771 5.3361
H -4.2996 -0.0408 4.3415
H -2.2178 0.3518 3.1202
S 2.9433 -0.6797 1.5243
C 3.8105 0.1945 0.3040
C 5.2866 0.1580 0.4139
C 6.2070 0.2904 -0.5433
C 5.9862 0.5430 -1.9857
C 4.6985 1.1410 -2.4572
N 3.0083 0.7390 -0.5453
H 5.6262 -0.0963 1.4109
H 7.2442 0.1775 -0.2353
H 6.8649 0.8374 -2.5451
H 4.8071 1.7584 -3.3389
O 0.7606 -2.6000 -0.0427
S 1.3395 -2.5787 -1.4742
O 1.4076 -3.8358 -2.1215
O 2.5872 -1.7986 -1.2537
O 0.4347 -1.5343 -2.0904

Löwdin atomic charge list, values in e, 99 entries:
1 Ta 1.21
2 C -0.06
3 C -0.07
4 C -0.12
5 C -0.31
6 C -0.07
7 C -0.06
8 P 1.05
9 C -0.30
10 C -0.11
11 C -0.06
12 C -0.07
13 C -0.06
14 C -0.10
15 C -0.40
16 C -0.10
17 C -0.05
18 C -0.06
19 C -0.09
20 C -0.31
21 Si 0.59
22 C -0.26
23 C -0.07
24 C -0.05
25 C -0.05
26 C -0.09
27 C -0.40
28 P 1.11
29 C -0.32
30 C -0.06
31 C -0.06
32 C -0.07
33 C -0.08
34 C -0.14
35 C -0.30
36 C -0.08
37 C -0.05
38 C -0.01
39 C -0.18
40 C -0.27
41 C -0.28
42 C -0.07
43 C -0.06
44 C -0.05
45 C -0.08
46 C -0.41
47 P 1.04
48 C -0.41
49 C -0.13
50 C -0.06
51 C -0.06
52 C -0.06
53 C -0.13
54 C -0.31
55 C -0.07
56 C -0.07
57 C -0.07
58 C -0.06
59 C -0.09
60 H 0.11
61 H 0.10
62 H 0.09
63 H 0.09
64 H 0.11
65 H 0.07
66 H 0.12
67 H 0.11
68 H 0.11
69 H 0.07
70 H 0.12
71 H 0.11
72 H 0.11
73 H 0.11
74 H 0.07
75 H 0.11
76 H 0.11
77 H 0.13
78 H 0.08
79 H 0.11
80 H 0.11
81 H 0.12
82 H 0.12
83 H 0.09
84 H 0.11
85 H 0.12
86 H 0.12
87 H 0.13
88 H 0.07
89 H 0.11
90 H 0.11
91 H 0.11
92 H 0.10
93 H 0.11
94 H 0.11
95 H 0.11
96 H 0.09
97 H 0.09
98 H 0.11
99 H 0.11

> Among the records above, which one has the highest molecular weight?

C59H45I2N3O4P2STi

> Which of these has the lowest maximum force?

C59H45I2N3O4P2STi

> Which of these has the lowest molecular weight?

C59H46NO4P3S2SiTa